{
  "formula": "C4H6N4",
  "method": "the ωB97M-V functional and the def2-TZVPD basis",
  "species": ["C", "C", "C", "C", "H", "H", "H", "H", "H", "H", "N", "N", "N", "N"],
  "xyz": [[-0.828, 0.264, -1.197], [-0.087, -0.434, 0.865], [1.087, -0.108, 1.426], [1.714, 0.420, 0.055], [-2.376, 0.331, -2.015], [-2.987, -0.799, -0.543], [1.290, 0.508, 2.245], [1.739, -1.005, 1.695], [2.574, -0.318, -0.261], [1.906, 1.376, -0.166], [-1.245, 0.890, -2.278], [-1.739, -0.400, -0.305], [-1.330, -0.816, 0.944], [0.280, 0.089, -0.465]],
  "atomic_forces_ev_per_a": [[-2.188, 0.368, -0.640], [-5.591, -0.185, -5.166], [8.695, -0.990, 2.160], [-1.823, -5.337, 0.080], [3.449, 2.946, -2.431], [5.565, 1.924, 0.567], [-0.688, 1.321, 1.317], [-0.877, 0.657, -0.100], [-1.941, 1.559, -0.007], [1.048, 3.665, -0.119], [-3.187, -3.600, 2.598], [-6.508, -2.537, -0.483], [2.332, 1.303, -0.625], [1.714, -1.093, 2.848]],
  "de_lowest_kcal_mol": 160.82,
  "total_energy_ha": -374.80508,
  "homo_lumo_gap_ev": 8.49
}

=====

{
  "formula": "C24H26N4SiY",
  "method": "the ωB97M-V functional and the def2-TZVPD basis",
  "species": ["C", "C", "C", "H", "C", "C", "H", "H", "H", "H", "Y", "C", "H", "H", "H", "Si", "C", "C", "H", "C", "H", "C", "H", "C", "H", "C", "H", "C", "C", "H", "C", "H", "C", "H", "C", "H", "C", "H", "H", "H", "N", "C", "C", "N", "C", "C", "N", "C", "C", "N", "H", "H", "H", "H", "H", "H"],
  "xyz": [[-2.268, -1.885, 0.814], [-1.042, -1.764, 1.561], [-1.283, -0.923, 2.705], [-0.101, -2.287, 1.333], [-2.664, -0.531, 2.681], [-3.273, -1.126, 1.502], [-4.355, -1.119, 1.288], [-2.438, -2.503, -0.087], [-0.540, -0.644, 3.469], [-3.245, 0.033, 3.433], [-1.700, 0.535, 0.720], [3.909, 0.936, -0.766], [3.327, 1.558, -0.077], [4.868, 0.701, -0.324], [3.474, -0.035, -1.105], [1.779, 0.047, -0.546], [1.549, -1.346, -1.783], [0.978, -2.613, -1.515], [0.451, -2.789, -0.564], [1.075, -3.652, -2.465], [0.638, -4.629, -2.235], [1.740, -3.456, -3.684], [1.830, -4.275, -4.398], [2.265, -2.197, -3.969], [2.784, -2.028, -4.909], [2.144, -1.152, -3.048], [2.553, -0.173, -3.308], [2.319, -0.681, 1.092], [3.166, -1.817, 1.112], [3.470, -2.306, 0.178], [3.692, -2.313, 2.321], [4.348, -3.189, 2.311], [3.404, -1.667, 3.527], [3.820, -2.041, 4.464], [2.648, -0.490, 3.506], [2.484, 0.063, 4.426], [2.134, 0.010, 2.299], [1.630, 0.975, 2.280], [1.371, 1.448, -0.838], [4.024, 1.506, -1.677], [-4.744, 3.431, 0.019], [-5.597, 2.904, 0.984], [-4.979, 1.798, 1.481], [-3.737, 1.662, 0.855], [-3.633, 2.669, -0.056], [-2.507, 2.892, -0.982], [-1.440, 2.065, -1.102], [-0.596, 2.623, -2.066], [-1.132, 3.795, -2.512], [-2.342, 3.932, -1.834], [-4.944, 4.276, -0.508], [-6.545, 3.320, 1.244], [-5.317, 1.091, 2.221], [0.335, 2.141, -2.327], [-0.787, 4.523, -3.223], [-3.002, 4.694, -1.921]],
  "atomic_forces_ev_per_a": [[-0.154, -0.151, 0.926], [-0.449, -0.022, 0.216], [-0.552, -0.491, -0.097], [-0.579, 0.564, 0.194], [-0.506, -1.266, -0.204], [0.070, -0.995, 1.202], [0.894, 0.165, -0.061], [0.221, 0.535, 0.631], [-0.478, -0.225, -0.538], [0.687, -0.279, -0.532], [0.895, 1.585, -1.629], [0.817, 0.616, -0.412], [0.394, -0.387, -0.054], [0.172, -0.158, 0.105], [0.948, 0.327, 0.047], [-3.656, -1.412, 1.306], [0.311, 0.223, -0.691], [0.164, -0.166, -0.309], [0.416, 0.020, -0.577], [-0.060, 0.437, 0.456], [0.149, 0.394, -0.083], [-0.176, 0.272, 0.444], [-0.002, 0.251, 0.212], [-0.142, 0.038, 0.032], [-0.132, 0.011, 0.109], [0.043, -0.413, 0.030], [-0.008, -0.262, 0.033], [1.035, 0.296, 0.133], [-0.031, -0.063, 0.410], [-0.305, 0.120, 0.332], [-0.296, 0.259, -0.357], [-0.277, 0.306, -0.018], [-0.015, 0.173, -0.323], [-0.191, 0.120, -0.293], [-0.049, 0.068, -0.371], [0.014, -0.063, -0.080], [0.303, -0.543, 0.286], [-0.145, -0.132, 0.165], [0.457, -0.492, -0.031], [0.177, 0.211, -0.249], [-1.543, 1.552, -0.132], [0.666, -0.947, 0.233], [0.223, 0.684, -0.605], [1.231, -0.685, -0.293], [2.217, 0.539, -1.760], [-1.934, -0.650, 1.683], [0.251, -0.833, 0.549], [-0.590, 0.594, 0.134], [0.013, -0.900, 0.416], [-0.538, 1.267, -0.413], [0.116, -0.504, 0.276], [-0.230, 0.259, -0.102], [0.008, 0.138, -0.028], [-0.266, 0.207, -0.129], [-0.032, -0.035, -0.034], [0.445, -0.156, -0.152]],
  "de_lowest_kcal_mol": 60.02,
  "charge": 1,
  "total_energy_ha": -1476.69094,
  "homo_lumo_gap_ev": [5.47, 4.19]
}

=====

{
  "formula": "C6H14NO",
  "method": "the ωB97M-V functional and the def2-TZVPD basis",
  "species": ["C", "O", "C", "C", "C", "C", "C", "N", "H", "H", "H", "H", "H", "H", "H", "H", "H", "H", "H", "H", "H", "H"],
  "xyz": [[-1.305, 0.506, 0.133], [0.042, 0.535, 0.155], [-6.331, -0.311, 0.439], [4.583, -0.866, -1.534], [4.967, -0.074, -0.479], [4.115, 0.586, 0.418], [2.640, 0.526, 0.254], [-4.909, -0.394, 0.399], [-1.730, 0.917, 1.081], [-1.754, 0.993, -0.732], [-1.597, -0.569, 0.138], [-6.689, 0.439, -0.267], [3.586, -0.744, -1.949], [5.349, -1.302, -2.164], [6.016, -0.157, -0.229], [4.558, 1.174, 1.212], [2.231, 1.099, -0.581], [2.118, 0.738, 1.177], [2.416, -0.521, 0.033], [-6.770, -0.042, 1.415], [-4.732, -1.265, 0.925], [-6.804, -1.268, 0.157]],
  "atomic_forces_ev_per_a": [[1.251, -0.066, -0.155], [-0.718, 0.145, -0.034], [0.113, 0.521, -1.436], [-0.088, 2.342, -0.200], [0.975, -1.646, 0.237], [-1.464, 0.237, -1.466], [1.221, -0.977, 1.087], [-0.815, -0.461, 0.767], [-0.319, -0.210, 0.044], [-0.211, 0.138, -0.120], [-0.558, -0.166, 0.162], [0.094, 0.170, 0.099], [-0.108, -0.686, 0.201], [-0.139, -0.453, 0.226], [0.116, 0.423, 0.110], [0.048, -0.078, 0.136], [0.029, 0.280, 0.040], [-0.131, 0.489, -0.106], [-0.315, 0.104, -0.198], [0.366, -0.217, 0.307], [0.532, 0.260, -0.035], [0.122, -0.150, 0.335]],
  "de_lowest_kcal_mol": 244.95,
  "charge": 1,
  "total_energy_ha": -366.37688,
  "homo_lumo_gap_ev": 3.13
}